[1]
Density functional theory data (the ωB97M-V functional and the def2-TZVPD basis) for C38H18CdF15GeN3S5 as an isolated structure.

Geometry as XYZ:
```
81
Properties=species:S:1:pos:R:3:forces:R:3:mulliken_charge:R:1
Cd 0.257317 -0.783102 0.102049 -0.3 0.3 0.1 1.686
C 2.679949 -4.425202 0.235404 -0.1 0.0 -0.1 -1.519
C 1.231381 -4.037980 0.369379 0.0 -0.1 -0.1 0.916
C 0.472412 -3.742287 -0.769539 0.0 -0.1 0.1 -0.381
C -0.881366 -3.443904 -0.671505 0.0 -0.1 0.0 -0.822
C -1.505969 -3.440193 0.576895 0.0 -0.1 0.0 -0.280
C -0.763402 -3.732251 1.708494 0.1 0.0 0.0 -0.608
C 0.595680 -4.019793 1.604238 0.0 0.0 0.0 -0.299
H 3.166141 -4.477934 1.209146 -0.1 0.0 0.0 0.350
H 3.217879 -3.707745 -0.388371 0.0 0.0 0.1 0.285
H 2.757684 -5.406956 -0.239240 0.0 0.0 0.0 0.475
H 0.947665 -3.777641 -1.742637 0.0 0.1 0.0 0.346
H -1.457437 -3.258369 -1.569673 0.0 0.1 0.0 0.398
H -2.566014 -3.233180 0.649546 0.0 0.0 0.0 0.432
H -1.236978 -3.743324 2.681078 0.0 0.0 0.0 0.385
H 1.168781 -4.233249 2.499336 0.0 0.0 0.0 0.348
S 5.103896 0.733996 4.013165 0.0 0.0 0.0 -0.396
C 4.597792 -0.013420 2.631861 0.0 -0.3 -0.2 0.224
S 3.421947 0.743214 1.596731 -0.1 0.1 -0.1 -0.011
C 3.428175 -0.630002 0.523932 0.1 0.2 0.2 0.118
N 4.243434 -1.546881 0.889146 0.2 -0.1 0.2 -0.635
N 4.913134 -1.219791 2.059208 0.0 -0.1 0.0 0.451
C 5.833619 -2.230320 2.525009 0.0 -0.1 -0.1 0.614
C 6.730063 -2.014772 3.567584 0.0 0.0 0.0 -0.476
C 7.594965 -3.032572 3.955043 0.0 0.0 0.0 -0.740
C 7.586598 -4.263688 3.324826 0.0 0.0 0.0 -0.442
C 6.693942 -4.475779 2.283301 0.0 0.1 0.0 -0.698
C 5.827891 -3.473367 1.880460 -0.1 0.1 0.0 -0.154
S 2.478368 -0.712474 -0.945814 -0.2 0.1 0.1 -0.495
H 6.758802 -1.070388 4.080727 0.0 0.0 0.0 0.194
H 8.286127 -2.842713 4.766954 0.0 0.0 0.0 0.368
H 8.265027 -5.046906 3.640016 0.0 0.0 0.0 0.377
H 6.666632 -5.428794 1.768894 0.0 0.0 0.0 0.371
H 5.143687 -3.643559 1.064112 0.1 0.0 0.0 0.508
S 0.161818 -0.362044 2.687485 0.1 -0.2 -0.2 -0.299
C -1.303293 0.378214 3.149932 -0.1 0.1 -0.1 0.516
N -2.225819 0.802950 2.258070 0.0 0.0 0.2 0.359
C -3.376310 1.432312 2.588030 0.0 0.0 -0.1 0.036
C -3.675730 1.689017 3.886394 0.0 0.1 0.1 -0.871
C -2.760936 1.257632 4.865253 0.0 0.0 0.1 -0.132
C -1.607259 0.614772 4.510531 0.1 0.0 0.0 -0.869
H -2.076136 0.595072 1.259398 0.0 0.0 -0.1 -0.429
H -4.019939 1.697090 1.758585 0.1 0.0 0.0 0.386
H -4.586743 2.207262 4.145749 0.0 0.0 0.0 0.446
H -2.973850 1.438206 5.913249 0.0 0.0 -0.1 0.387
H -0.894813 0.273366 5.248392 0.0 0.0 0.0 0.458
F -1.472692 -0.965698 -3.718563 0.0 0.0 0.1 -0.278
C -2.323840 -0.155968 -4.358703 0.0 0.2 0.1 -0.021
C -2.675901 1.073043 -3.816954 0.0 -0.2 0.2 -0.023
C -3.517064 1.868406 -4.580499 0.1 -0.1 0.1 0.408
F -3.894868 3.079254 -4.152570 0.0 0.0 0.1 -0.378
C -3.996288 1.466094 -5.809118 -0.1 0.1 -0.1 0.161
F -4.792008 2.257658 -6.525898 0.0 0.0 0.0 -0.297
C -3.642015 0.226255 -6.302055 0.0 0.0 -0.1 0.705
F -4.098450 -0.170557 -7.481374 0.0 0.0 -0.1 -0.296
C -2.799769 -0.591467 -5.579028 0.0 -0.1 0.0 -0.081
F -2.451187 -1.780220 -6.066480 0.0 0.0 0.0 -0.296
Ge -2.100786 1.549609 -1.990768 -0.1 0.6 -0.2 1.076
S -2.103944 -0.187518 -0.710103 0.3 -0.4 0.0 -0.741
C -0.450604 2.618639 -2.125363 -0.1 -0.2 0.1 -0.517
C -0.142757 3.338813 -3.269183 0.0 -0.2 0.1 0.637
F -0.936271 3.287520 -4.345044 0.0 0.0 0.0 -0.286
C 0.974727 4.142558 -3.358113 0.0 0.1 -0.2 -0.018
F 1.241204 4.819501 -4.472047 0.0 0.0 0.0 -0.296
C 1.818057 4.250921 -2.273541 0.2 0.1 0.0 0.789
F 2.890462 5.024082 -2.344280 0.1 0.1 0.0 -0.303
C 1.539643 3.563978 -1.109782 0.1 0.0 0.0 -0.071
F 2.337514 3.697732 -0.058407 0.1 0.0 0.1 -0.316
C 0.418784 2.766097 -1.057216 -0.1 0.1 -0.1 0.209
F 0.160216 2.177252 0.121679 -0.1 -0.2 0.1 -0.252
C -3.498008 2.752694 -1.247259 0.0 -0.2 -0.1 -0.918
C -3.285542 4.002029 -0.687596 0.1 -0.2 -0.1 0.417
F -2.056270 4.527799 -0.609548 0.1 0.0 -0.1 -0.258
C -4.315821 4.766693 -0.173793 0.0 0.1 0.1 0.072
F -4.080498 5.968259 0.347663 0.0 0.0 0.0 -0.307
C -5.602590 4.271282 -0.193353 -0.1 0.1 0.1 0.693
F -6.596147 4.990054 0.312970 -0.1 0.0 0.0 -0.308
C -5.857897 3.025314 -0.734423 -0.1 0.0 0.0 0.132
F -7.101582 2.553447 -0.750340 -0.1 0.0 0.0 -0.314
C -4.808547 2.294852 -1.250416 0.1 0.0 0.0 0.782
F -5.098074 1.099069 -1.781322 0.1 0.0 0.0 -0.385
```
Positions in Å, forces in eV/Å.

Orbital gap ... 0.26681 Eh
Largest force on an atom ... 0.6 eV/Å
Highest occupied orbital energy ... -0.2905 Ha
M ... 1146.910 g mol⁻¹

---

[2]
Density functional theory data (the ωB97M-V functional and the def2-TZVPD basis) for C38H24F4IIrN4OP2 as an isolated structure.

Geometry as XYZ:
```
75
Properties=species:S:1:pos:R:3:forces:R:3:mulliken_spin:R:1
Ir -0.100009 0.527871 0.231915 -0.1 -0.8 1.8 0.012
C 1.083181 2.231188 2.285715 0.1 0.5 0.5 0.001
C 0.010324 1.190345 2.543680 1.8 -0.2 -0.3 0.001
P 0.396405 -0.679933 2.424469 -1.3 0.0 -1.0 -0.001
C 1.561091 -1.923665 1.830775 1.4 0.3 0.7 -0.002
C 1.395148 -2.385310 0.530068 0.5 -1.4 2.0 0.001
C 2.227714 -3.356668 -0.005017 0.1 0.0 0.1 0.001
C 3.189200 -3.933225 0.804427 0.2 0.2 0.0 0.000
C 3.342160 -3.519149 2.131643 0.0 -0.1 -0.1 0.000
C 2.549877 -2.512412 2.639878 0.1 0.4 0.0 0.002
C 0.119491 -1.198316 4.136383 -0.1 -0.2 -0.1 0.001
C 0.376530 -0.333464 5.202500 -0.2 0.0 0.0 -0.001
C 0.396902 -0.813869 6.503471 0.0 0.0 0.0 0.001
C 0.173938 -2.159272 6.753629 0.0 0.0 0.0 0.000
C -0.084015 -3.027228 5.700307 0.0 0.0 0.0 0.001
C -0.104962 -2.551940 4.401585 -0.1 0.0 -0.1 -0.001
P 2.085701 1.606750 0.881810 -0.7 0.6 -0.2 0.008
C 2.497685 3.095462 -0.050684 0.2 -0.2 -0.2 -0.001
C 2.739239 4.299862 0.608938 -0.1 0.0 0.0 0.001
C 3.090432 5.424925 -0.117214 0.0 0.0 0.0 0.000
C 3.233020 5.344835 -1.497301 0.0 0.0 0.0 0.000
C 3.026641 4.141170 -2.152515 0.0 0.0 0.0 0.000
C 2.656649 3.016051 -1.430374 0.2 0.0 0.0 0.001
C 3.659959 1.165835 1.672483 0.0 -0.7 -0.4 0.000
C 4.852524 1.454316 1.010297 0.0 0.0 0.0 0.001
C 6.066184 1.094195 1.576399 0.0 0.0 0.0 0.000
C 6.098787 0.433969 2.795194 0.0 0.0 0.0 0.001
C 4.913466 0.120699 3.446669 0.0 0.0 0.0 -0.001
C 3.699359 0.469966 2.880739 0.0 0.1 0.0 0.002
H 1.634465 2.504879 3.186936 0.2 -0.2 -0.1 0.000
H 0.630741 3.150807 1.905033 -0.2 0.0 0.1 0.000
H -0.807973 1.392121 1.762039 -0.3 0.2 0.0 0.001
H -0.524531 1.266057 3.487024 -0.4 0.2 -0.2 -0.001
H 0.475448 -2.157272 0.126572 -1.0 -0.1 -0.7 0.000
H 2.117933 -3.654575 -1.039236 -0.1 -0.2 0.1 0.000
H 3.834914 -4.703594 0.403655 0.0 0.0 0.0 0.000
H 4.102197 -3.970869 2.754576 0.0 0.0 0.0 0.000
H 2.704848 -2.168077 3.654511 0.0 0.0 0.0 -0.001
H 0.550907 0.723432 5.045317 0.1 0.0 0.0 0.000
H 0.584673 -0.129814 7.319946 0.0 0.0 0.0 0.000
H 0.192098 -2.529186 7.769881 0.0 0.0 0.0 0.000
H -0.276016 -4.074216 5.891421 0.0 0.0 0.0 0.000
H -0.286005 -3.239035 3.584093 0.0 0.0 0.0 0.000
H 2.658567 4.367606 1.687411 0.0 0.0 0.0 0.000
H 3.260035 6.363227 0.393351 0.0 0.0 0.0 0.000
H 3.510615 6.225927 -2.060320 0.0 0.0 0.0 0.000
H 3.141922 4.076932 -3.225967 0.0 0.0 0.0 0.000
H 2.510613 2.072536 -1.941174 -0.1 0.0 0.0 0.000
H 4.837191 1.963716 0.055734 0.0 0.0 0.0 0.000
H 6.987158 1.325887 1.058846 0.0 0.0 0.0 0.000
H 7.046787 0.155832 3.235822 0.0 0.0 0.0 0.000
H 4.933249 -0.400895 4.394876 0.0 0.0 0.0 0.000
H 2.786323 0.195781 3.395559 0.0 0.1 0.1 0.000
I -0.659036 2.269411 -1.719272 0.0 0.3 0.3 -0.001
O -2.111418 0.373413 0.443682 0.2 -0.8 -0.6 -0.012
F -2.078612 -1.867452 0.619482 -0.5 -0.6 -0.3 0.005
C -2.760942 -0.814649 0.074038 0.8 2.6 0.6 0.096
C -4.046152 -0.472174 0.768909 -0.5 -1.4 -0.3 0.280
F -4.033829 -0.715425 2.057813 0.2 0.5 0.1 0.030
C -5.116285 0.080061 0.116095 0.0 0.0 0.1 -0.064
C -5.138435 -0.196781 -1.322851 0.0 0.0 0.0 0.020
C -4.092537 -0.663794 -2.030536 0.0 -0.3 0.0 -0.022
F -4.252665 -0.936273 -3.320013 0.0 0.1 0.0 -0.003
C -2.806423 -0.867869 -1.434631 -0.2 -0.5 0.1 0.039
C -1.648629 -1.024833 -2.125486 0.1 -0.2 0.0 -0.036
C -0.380315 -0.878962 -1.470882 0.7 0.5 0.1 0.003
N 0.773342 -0.855903 -1.167701 -1.1 1.1 -1.9 -0.014
C -1.557564 -1.153027 -3.550031 -0.1 0.3 0.0 0.011
N -1.449208 -1.226729 -4.690488 0.1 -0.1 0.0 -0.012
F -6.287135 -0.025082 -1.941901 0.1 0.1 0.0 0.003
C -6.104650 0.856807 0.767301 -0.1 -0.1 0.0 0.318
C -7.191755 1.462019 0.087824 0.0 0.0 -0.1 -0.029
N -8.061691 1.976751 -0.463962 0.0 0.0 0.1 0.199
C -5.991740 1.160364 2.149887 0.0 0.0 0.0 -0.023
N -5.883477 1.430303 3.263945 0.0 0.0 0.0 0.181
```
Positions in Å, forces in eV/Å.

Orbital gap (spin up / spin down) ... 0.22772 / 0.23128 Eh
Largest force on an atom ... 2.8 eV/Å
⟨S²⟩ ... 0.8070
Net charge ... +1
Spin multiplicity ... 2
Highest occupied orbital energy (spin up / spin down) ... -0.4077 / -0.4111 Ha
M ... 1009.698 g mol⁻¹